A cluster of 9 separate species, C18H41F6N7O9P in total in a non-equilibrium geometry, computed with ωB97M-V/def2-TZVPD.

Each atom is followed by the atoms it is bonded to, with distances in Å.
Geometry (Å):
1 P 0.737 0.219 -0.283  F2 1.617, F3 1.651, F4 1.665, F5 1.692, F6 1.640, F7 1.592
2 F 0.629 -1.063 0.697  P1 1.617
3 F 1.216 -0.782 -1.505  P1 1.651
4 F -0.894 -0.064 -0.467  P1 1.665
5 F 1.020 1.496 -1.356  P1 1.692
6 F 0.449 1.260 0.951  P1 1.640
7 F 2.252 0.368 0.183  P1 1.592
8 O 2.641 8.071 1.159  C9 1.232
9 C 2.577 7.479 0.081  O8 1.232, N10 1.351, C11 1.525
10 N 2.296 6.158 0.031  C9 1.351, H12 1.010, H13 1.010
11 C 2.737 8.136 -1.286  C9 1.525, H14 1.090, H15 1.090, H16 1.090
12 H 2.215 5.629 0.887  N10 1.010
13 H 2.202 5.635 -0.828  N10 1.010
14 H 1.978 8.904 -1.433  C11 1.090
15 H 2.879 7.381 -2.059  C11 1.090
16 H 3.604 8.797 -1.263  C11 1.090
17 O 3.469 -5.265 2.337  C18 1.213
18 C 4.115 -4.787 1.428  O17 1.213, N19 1.273, C20 1.544
19 N 3.968 -5.089 0.200  C18 1.273, H21 1.010, H22 1.010
20 C 5.177 -3.814 1.986  C18 1.544, H23 1.090, H24 1.090, H25 1.090
21 H 3.257 -5.768 -0.032  N19 1.010
22 H 4.619 -4.734 -0.486  N19 1.010
23 H 5.929 -3.506 1.259  C20 1.090
24 H 5.714 -4.254 2.826  C20 1.090
25 H 4.612 -2.923 2.262  C20 1.090
26 O 0.853 4.203 6.183  C27 1.221
27 C 0.101 4.987 5.626  O26 1.221, N28 1.338, C29 1.578
28 N -0.431 4.750 4.422  C27 1.338, H30 1.010, H31 1.010
29 C 0.013 6.456 6.197  C27 1.578, H32 1.090, H33 1.090, H34 1.090
30 H -1.045 5.514 4.176  N28 1.010
31 H -0.129 3.998 3.819  N28 1.010
32 H 0.524 6.473 7.159  C29 1.090
33 H -1.033 6.652 6.430  C29 1.090
34 H 0.344 7.143 5.418  C29 1.090
35 O 7.569 1.566 -3.616  C36 1.178
36 C 6.654 1.879 -2.942  O35 1.178, N37 1.312, C38 1.546
37 N 5.765 1.086 -2.394  C36 1.312, H39 1.010, H40 1.010
38 C 6.162 3.338 -2.807  C36 1.546, H41 1.090, H42 1.090, H43 1.090
39 H 5.731 0.135 -2.732  N37 1.010
40 H 5.102 1.378 -1.690  N37 1.010
41 H 5.136 3.403 -2.445  C38 1.090
42 H 6.433 3.939 -3.675  C38 1.090
43 H 6.811 3.660 -1.992  C38 1.090
44 O -1.507 -6.195 3.693  C45 1.207
45 C -2.489 -6.243 2.994  O44 1.207, N46 1.324, C47 1.488
46 N -2.705 -5.239 2.159  C45 1.324, H48 1.010, H49 1.010
47 C -3.360 -7.448 2.934  C45 1.488, H50 1.090, H51 1.090, H52 1.090
48 H -2.169 -4.383 2.173  N46 1.010
49 H -3.586 -5.364 1.682  N46 1.010
50 H -2.942 -8.317 3.441  C47 1.090
51 H -3.660 -7.723 1.923  C47 1.090
52 H -4.287 -7.111 3.398  C47 1.090
53 O -5.914 -1.430 3.032  C54 1.210
54 C -5.591 -0.264 3.000  O53 1.210, N55 1.356, C56 1.505
55 N -6.262 0.599 2.199  C54 1.356, H57 1.010, H58 1.010
56 C -4.497 0.275 3.883  C54 1.505, H59 1.090, H60 1.090, H61 1.090
57 H -6.984 0.275 1.571  N55 1.010
58 H -6.053 1.585 2.268  N55 1.010
59 H -4.041 -0.291 4.696  C56 1.090
60 H -4.754 1.270 4.245  C56 1.090
61 H -3.660 0.590 3.260  C56 1.090
62 O -3.375 4.090 -5.533  C63 1.229
63 C -3.118 3.775 -4.373  O62 1.229, N64 1.337, C65 1.524
64 N -2.261 2.772 -4.155  C63 1.337, H66 1.010, H67 1.010
65 C -3.863 4.430 -3.217  C63 1.524, H68 1.090, H69 1.090, H70 1.090
66 H -1.466 2.472 -4.701  N64 1.010
67 H -2.299 2.389 -3.221  N64 1.010
68 H -3.601 3.987 -2.256  C65 1.090
69 H -4.938 4.384 -3.394  C65 1.090
70 H -3.435 5.402 -2.974  C65 1.090
71 O -0.334 -7.523 -2.214  C72 1.221
72 C -0.922 -7.052 -3.174  O71 1.221, O73 1.322, C76 1.584
73 O -1.124 -7.694 -4.313  C72 1.322, C74 1.397
74 C -1.858 -6.903 -5.201  O73 1.397, C75 1.559, H77 1.090, H78 1.090
75 C -2.650 -5.874 -4.338  C74 1.559, C76 1.487, H79 1.090, H80 1.090
76 C -1.586 -5.622 -3.330  C72 1.584, C75 1.487, H81 1.090, H82 1.090
77 H -2.528 -7.500 -5.821  C74 1.090
78 H -1.056 -6.624 -5.884  C74 1.090
79 H -3.525 -6.297 -3.844  C75 1.090
80 H -2.891 -5.000 -4.944  C75 1.090
81 H -1.830 -5.281 -2.324  C76 1.090
82 H -0.840 -4.957 -3.764  C76 1.090

## Properties
Highest occupied orbital energy = -7.05 eV
Charge = -1
Orbital gap = 0.32814 hartree